# 1
74
Properties=species:S:1:pos:R:3 method="wB97M-V/def2-TZVPD" homo_lumo_gap_ev="10.081 / 9.488" s_squared=0.751 total_energy_ha=-3550.5880 fmax_ev_per_a=5.0 homo_energy_ev="-12.1333 / -12.1959" total_charge=+1 multiplicity=2
Cu -15.65 -1.88 -0.69
C -18.26 -5.14 -1.85
C -17.75 -3.93 -1.03
O -16.55 -3.51 -1.32
O -18.50 -3.55 -0.11
H -18.99 -5.69 -1.26
H -17.44 -5.79 -2.16
H -18.91 -4.76 -2.72
O -17.01 -0.96 3.82
H -17.26 -1.50 4.58
H -17.74 -0.81 3.32
O -15.11 -2.92 -5.14
H -16.05 -2.97 -5.31
H -14.80 -3.54 -5.82
O -15.35 -1.28 -2.76
H -14.51 -0.75 -2.78
H -15.21 -2.05 -3.39
O -15.10 2.63 -2.40
H -15.14 3.38 -1.82
H -16.01 2.25 -2.39
O -18.97 -0.77 1.52
H -19.76 -0.19 1.20
H -19.20 -1.71 1.56
O -16.30 -2.40 1.52
H -17.17 -2.70 1.53
H -16.30 -1.81 2.28
O -13.26 0.90 -2.35
H -13.86 1.67 -2.50
H -12.41 1.30 -2.72
O -17.75 -1.93 -4.91
H -18.02 -1.79 -4.01
H -17.35 -1.10 -5.24
O -21.10 -2.27 -0.39
H -21.64 -2.97 -0.73
H -20.25 -2.57 -0.01
O -20.69 -1.31 -5.23
H -21.19 -1.36 -6.07
H -20.30 -2.21 -5.21
O -14.42 -0.39 0.02
H -14.81 0.38 0.48
H -13.75 -0.22 -0.63
O -12.60 -3.89 -3.08
H -12.91 -3.52 -3.93
H -12.01 -4.63 -3.37
O -16.32 3.63 0.30
H -16.47 4.50 0.73
H -17.14 3.47 -0.17
O -16.37 0.70 -5.51
H -16.19 1.32 -6.30
H -15.55 0.24 -5.48
O -17.45 -0.65 -0.80
H -17.92 -0.75 0.07
H -18.03 -0.95 -1.52
O -14.06 -3.23 -0.41
H -13.65 -3.67 -1.17
H -14.40 -3.90 0.19
O -16.02 1.10 1.33
H -15.90 2.04 1.12
H -16.14 0.97 2.31
O -19.18 -1.10 -2.65
H -19.46 -0.33 -3.24
H -19.92 -1.38 -2.11
O -17.85 2.13 -1.56
H -17.73 1.20 -1.30
H -18.57 2.16 -2.19
O -19.28 0.90 -4.36
H -19.78 0.44 -5.11
H -18.34 0.84 -4.59
O -21.19 0.59 0.62
H -21.45 -0.16 0.03
H -21.78 0.63 1.36
O -15.19 -5.02 1.22
H -15.04 -5.96 1.17
H -16.17 -4.86 1.17



# 2
24
Properties=species:S:1:pos:R:3 method="wB97M-V/def2-TZVPD" homo_lumo_gap_ev=6.400 total_energy_ha=-2289.2618 relative_energy_ev=0.375 fmax_ev_per_a=1.5 homo_energy_ev=-8.1927
C 3.61 0.19 -0.12
C 2.14 0.13 -0.53
C 1.38 -0.87 0.33
C -0.05 -1.16 -0.13
C -1.04 0.02 -0.05
C -2.42 -0.54 0.05
S -0.68 1.06 1.43
S -0.91 1.04 -1.58
S -3.90 1.98 0.14
S -2.99 -1.21 1.53
Cl -3.08 -1.26 -1.35
H 3.70 0.46 0.93
H 4.14 0.93 -0.71
H 4.09 -0.78 -0.27
H 1.70 1.12 -0.43
H 2.07 -0.17 -1.58
H 1.91 -1.82 0.32
H 1.37 -0.52 1.37
H -0.03 -1.51 -1.16
H -0.44 -1.97 0.50
H -1.70 1.89 1.20
H -1.99 1.77 -1.26
H -4.67 1.62 -0.88
H -2.20 -0.41 2.28



# 3
102
Properties=species:S:1:pos:R:3 method="wB97M-V/def2-TZVPD" homo_lumo_gap_ev="6.736 / 5.648" total_energy_ha=-2190.4662 fmax_ev_per_a=0.9 homo_energy_ev="-13.6953 / -13.2663" total_charge=+2
Sn -0.12 -1.50 -0.08
N -0.97 -2.54 -2.31
C -2.41 -2.86 -2.25
C -3.15 -1.78 -1.52
N -2.74 -1.63 -0.10
C -3.26 -0.36 0.43
C -2.52 0.10 1.67
N -1.10 0.37 1.32
C -3.27 -2.78 0.71
C -2.28 -3.41 1.65
N -1.08 -3.89 0.93
H -0.76 -1.80 -2.98
H -0.40 -3.34 -2.57
H -2.52 -3.83 -1.76
H -2.83 -2.93 -3.25
H -4.23 -2.02 -1.58
H -2.96 -0.83 -2.03
H -4.32 -0.45 0.67
H -3.18 0.42 -0.35
H -2.53 -0.68 2.44
H -3.00 1.02 2.04
H -0.52 0.51 2.13
H -1.04 1.21 0.76
H -3.66 -3.55 0.04
H -4.11 -2.42 1.32
H -2.80 -4.22 2.19
H -1.94 -2.69 2.40
H -1.36 -4.66 0.33
H -0.40 -4.25 1.58
C 0.51 4.55 -1.91
C -0.03 3.48 -0.93
C -0.09 4.07 0.48
C -1.35 2.94 -1.44
C -2.51 3.67 -1.23
C -3.72 3.34 -1.82
C -3.80 2.27 -2.73
C -2.71 1.46 -2.95
C -2.63 0.53 -4.12
C -3.96 -0.10 -4.53
C -2.03 1.31 -5.31
C -1.49 1.72 -2.21
N -0.50 0.79 -2.31
C 0.72 1.05 -2.85
O 0.86 1.88 -3.73
C 1.92 0.24 -2.41
C 2.98 0.16 -3.30
C 4.14 -0.48 -2.89
C 4.19 -1.04 -1.63
C 3.06 -0.90 -0.82
N 1.95 -0.27 -1.19
C 3.20 -1.36 0.62
O 4.20 -1.93 0.99
N 2.15 -1.15 1.50
C 2.42 -0.65 2.72
C 3.36 0.42 2.93
C 3.67 0.75 4.23
C 3.10 0.09 5.31
C 2.14 -0.90 5.11
C 1.77 -1.27 3.84
C 0.86 -2.47 3.67
C -0.34 -2.48 4.60
C 1.72 -3.74 3.86
C 3.99 1.23 1.80
C 5.50 1.01 1.67
C 3.63 2.71 1.92
H 1.49 4.88 -1.58
H -0.13 5.43 -1.88
H 0.58 4.20 -2.93
H 0.68 2.65 -0.92
H -0.69 4.98 0.53
H 0.90 4.35 0.82
H -0.51 3.34 1.19
H -2.46 4.57 -0.63
H -4.59 3.97 -1.65
H -4.69 2.13 -3.30
H -1.93 -0.27 -3.87
H -4.64 0.65 -4.94
H -4.45 -0.61 -3.70
H -3.81 -0.81 -5.35
H -2.76 2.03 -5.66
H -1.83 0.62 -6.14
H -1.10 1.84 -5.07
H 2.91 0.61 -4.27
H 4.99 -0.55 -3.54
H 5.05 -1.55 -1.23
H 4.36 1.57 4.42
H 3.38 0.36 6.32
H 1.69 -1.40 5.97
H 0.51 -2.47 2.63
H -0.05 -2.59 5.64
H -0.99 -3.32 4.39
H -0.93 -1.56 4.54
H 2.12 -3.74 4.87
H 2.56 -3.77 3.17
H 1.12 -4.64 3.74
H 3.54 0.88 0.87
H 6.04 1.36 2.55
H 5.88 1.55 0.81
H 5.73 -0.06 1.56
H 4.09 3.12 2.81
H 2.55 2.86 2.00
H 3.98 3.27 1.05



# 4
26
Properties=species:S:1:pos:R:3 method="wB97M-V/def2-TZVPD" homo_lumo_gap_ev=8.602 total_energy_ha=-402.9437 relative_energy_ev=3.549 fmax_ev_per_a=3.2 homo_energy_ev=-7.5375
C -0.45 1.83 -0.49
C -0.84 -0.73 -1.43
C -0.39 2.42 -1.87
C -2.35 -0.68 -1.61
N 0.51 1.80 0.36
H -1.45 1.66 -0.09
H 0.31 0.39 1.20
H 1.42 2.03 -0.05
H -0.51 -1.78 -1.45
H -0.32 -0.32 -2.29
H 0.61 2.35 -2.28
H -0.67 3.48 -1.82
H -1.09 1.92 -2.54
H -2.70 -1.18 -2.52
H -2.71 0.35 -1.66
H -2.86 -1.15 -0.76
C 1.10 -1.55 1.52
N -0.02 -0.66 1.27
C 2.78 -1.19 3.10
N 1.57 -1.42 2.88
H -0.52 -0.69 -0.07
H -0.73 -0.77 1.99
H 0.77 -2.59 1.39
H 1.88 -1.33 0.77
H 3.13 -1.13 4.13
H 3.53 -1.06 2.31



# 5
91
Properties=species:S:1:pos:R:3 method="wB97M-V/def2-TZVPD" homo_lumo_gap_ev=4.149 total_energy_ha=-3303.8814 relative_energy_ev=0.000 fmax_ev_per_a=0.7 homo_energy_ev=-3.9700 total_charge=-1
Na 0.80 -0.90 1.37
C -3.95 -4.04 7.62
C -2.89 -3.78 6.59
C -2.31 -4.82 5.88
C -1.34 -4.58 4.91
C -0.94 -3.28 4.66
C -1.50 -2.22 5.37
C -2.46 -2.48 6.33
S 0.29 -2.92 3.41
O 0.93 -4.20 3.13
O -0.47 -2.35 2.30
N 1.21 -1.79 3.93
C 2.15 -1.98 4.92
C 2.25 -3.06 5.77
C 3.25 -3.12 6.77
C 4.16 -2.11 6.93
C 4.10 -0.99 6.07
C 5.04 0.07 6.14
C 4.95 1.11 5.25
C 3.91 1.09 4.29
N 3.02 0.14 4.22
C 3.10 -0.90 5.07
H -4.01 -5.10 7.87
H -4.93 -3.73 7.26
H -3.75 -3.50 8.55
H -2.62 -5.84 6.08
H -0.88 -5.38 4.36
H -1.16 -1.22 5.17
H -2.89 -1.65 6.89
H 1.58 -3.90 5.66
H 3.29 -3.99 7.41
H 4.93 -2.17 7.69
H 5.82 0.04 6.89
H 5.66 1.92 5.26
H 3.83 1.88 3.54
F -3.99 0.41 -2.19
C -2.82 1.09 -2.16
C -2.14 1.27 -0.99
C -0.93 1.96 -1.01
C -0.08 1.90 0.20
O -0.52 1.43 1.24
C 1.28 2.36 0.01
C 1.58 3.05 -1.11
N 0.74 3.21 -2.19
C 1.24 3.84 -3.38
C 0.46 4.98 -3.96
C 1.76 5.24 -3.25
C -0.46 2.53 -2.20
C -1.14 2.26 -3.40
C -2.29 1.50 -3.38
N -2.82 0.99 -4.61
C -2.93 -0.46 -4.64
C -2.87 -0.89 -6.08
N -4.04 -0.23 -6.79
C -3.99 1.28 -6.67
C -3.95 1.64 -5.20
C 2.42 1.82 0.88
O 3.30 2.59 1.27
O 2.31 0.57 0.96
H -2.48 0.83 -0.06
H 2.58 3.45 -1.25
H 1.76 3.19 -4.07
H -0.46 5.26 -3.45
H 0.43 5.07 -5.04
H 1.70 5.69 -2.26
H 2.62 5.51 -3.84
H -0.70 2.52 -4.36
H -3.88 -0.81 -4.20
H -2.12 -0.92 -4.05
H -2.98 -1.97 -6.22
H -1.96 -0.53 -6.57
H -4.89 -0.56 -6.33
H -4.08 -0.51 -7.77
H -4.87 1.67 -7.19
H -3.08 1.60 -7.17
H -4.91 1.35 -4.72
H -3.86 2.72 -5.11
I 3.94 2.35 -5.94
C 2.76 1.11 -4.73
C 1.78 0.32 -5.32
C 0.95 -0.44 -4.51
C 1.08 -0.41 -3.12
C 2.11 0.33 -2.56
C 2.95 1.10 -3.36
C 0.08 -1.12 -2.20
O -0.96 -1.56 -2.75
O 0.39 -1.12 -1.00
H 1.67 0.30 -6.40
H 0.17 -1.06 -4.93
H 2.24 0.30 -1.48
H 3.73 1.70 -2.91



# 6
54
Properties=species:S:1:pos:R:3 method="wB97M-V/def2-TZVPD" homo_lumo_gap_ev=3.093 total_energy_ha=-2410.5325 fmax_ev_per_a=7.2 homo_energy_ev=-1.6382 total_charge=-1
C 0.09 3.10 -5.65
C -0.86 3.43 -4.33
F -0.84 4.89 -3.94
C -0.64 2.41 -3.07
C 0.91 2.03 -2.72
N 0.71 1.06 -1.53
O 1.70 1.19 -3.63
S 3.36 1.70 -3.51
O 4.31 0.44 -3.48
O 3.66 2.56 -4.81
O 3.31 2.59 -2.02
C 1.91 3.14 -2.05
Cl 2.19 4.78 -2.86
P 1.68 3.61 -0.19
O 1.51 5.21 -0.03
H 0.35 1.94 -5.73
H -0.45 3.36 -6.68
H 1.11 3.68 -5.59
H -1.98 3.25 -4.71
H -1.10 2.94 -2.10
H -1.25 1.39 -3.17
H 1.63 0.83 -1.09
H 0.41 0.15 -1.99
H 2.88 3.25 0.54
H 0.59 2.90 0.43
C 1.30 -2.80 3.35
C 0.16 -3.08 2.35
C -0.98 -3.85 3.06
C -1.79 -3.04 4.07
C -1.84 -1.55 3.77
C -1.58 -1.18 2.28
N -0.27 -1.74 1.89
O 0.07 -1.45 0.58
C -1.50 0.37 2.23
C -2.78 -1.63 1.42
C 0.71 -4.04 1.27
H 2.14 -2.29 2.86
H 1.70 -3.73 3.77
H 0.98 -2.17 4.18
H -1.68 -4.25 2.31
H -0.58 -4.74 3.57
H -2.81 -3.45 4.11
H -1.37 -3.19 5.08
H -2.80 -1.15 4.10
H -1.08 -1.05 4.40
H -0.63 0.74 2.79
H -2.39 0.83 2.67
H -1.41 0.74 1.20
H -3.70 -1.16 1.78
H -2.94 -2.71 1.44
H -2.66 -1.33 0.37
H 1.05 -4.98 1.72
H 1.57 -3.62 0.74
H -0.06 -4.30 0.53



# 7
10
Properties=species:S:1:pos:R:3 method="wB97M-V/def2-TZVPD" homo_lumo_gap_ev=7.377 total_energy_ha=-2729.2532 relative_energy_ev=3.201 fmax_ev_per_a=4.5 homo_energy_ev=-8.9208
C 0.24 -0.12 0.09
C 1.49 -0.99 0.03
C 0.05 1.26 0.06
C -0.96 -0.90 -0.06
Br 3.14 0.02 -0.26
H -0.91 1.69 0.07
H 0.83 2.14 0.07
H -1.39 -0.98 0.96
H -0.81 -1.90 -0.43
H -1.67 -0.22 -0.53



# 8
36
Properties=species:S:1:pos:R:3 method="wB97M-V/def2-TZVPD" homo_lumo_gap_ev=9.963 total_energy_ha=-842.9380 smiles=CCO.O.O.O.O.O.O.O.O.O relative_energy_ev=2.051 fmax_ev_per_a=1.4 homo_energy_ev=-9.9984
C -4.48 -3.10 -4.10
C -3.70 -2.98 -2.82
O -4.62 -3.06 -1.72
H -4.74 -4.12 -4.38
H -3.96 -2.67 -4.97
H -5.39 -2.51 -4.02
H -3.32 -1.96 -2.70
H -2.87 -3.69 -2.80
H -4.25 -2.72 -0.90
O 2.04 5.99 0.18
H 1.41 6.27 0.85
H 2.75 5.58 0.67
O 5.56 -0.45 0.23
H 5.60 -0.25 -0.71
H 5.38 -1.39 0.27
O 5.38 4.44 2.20
H 5.80 3.69 1.78
H 6.09 5.07 2.34
O -2.93 -0.34 2.13
H -2.00 -0.12 1.99
H -3.10 -0.10 3.04
O 0.83 0.57 0.24
H 1.64 1.06 0.09
H 0.87 -0.15 -0.39
O 1.94 3.70 4.34
H 1.79 2.76 4.27
H 2.80 3.85 3.95
O 1.64 -3.18 -2.73
H 1.04 -3.71 -2.20
H 2.38 -3.76 -2.91
O -2.20 3.71 0.87
H -2.35 3.61 1.81
H -1.60 3.00 0.64
O -1.11 -4.33 1.43
H -1.53 -3.70 2.02
H -0.78 -5.02 2.00